# 1
Here is a structure of composition C29H37N3OP2Pt from the Open Molecules 2025 dataset. Energies are from the ωB97M-V functional and the def2-TZVPD basis.

Calculated values
frontier orbital gap: 7.04 eV
ΔE to the lowest compared entry with this formula, charge and spin: 20.68 kcal per mole
multiplicity: 1
total charge: +2
E_HOMO: -12.90 eV
LUMO energy: -5.867 eV
electronic energy: -2168.37598 Eh

Positions of all 73 atoms, in Å:
Pt1 0.496 0.519 -0.659
N1 -0.380 -2.362 -1.037
P1 -1.161 -0.906 -0.688
C1 -2.344 -0.599 -2.007
C2 -3.635 -0.136 -1.743
C3 -4.492 0.167 -2.790
C4 -4.071 0.004 -4.100
C5 -2.792 -0.466 -4.371
C6 -1.928 -0.759 -3.332
C7 -2.112 -1.199 0.802
C8 -3.097 -2.191 0.792
C9 -3.816 -2.462 1.944
C10 -3.571 -1.733 3.101
C11 -2.607 -0.734 3.110
C12 -1.875 -0.471 1.964
C13 0.813 -2.343 -1.720
C14 1.421 -3.494 -2.220
C15 2.606 -3.362 -2.908
C16 3.153 -2.094 -3.100
C17 2.490 -1.013 -2.575
N2 1.345 -1.127 -1.879
H1 -0.845 -3.248 -0.900
H2 -3.993 -0.047 -0.726
H3 -5.494 0.516 -2.580
H4 -4.744 0.235 -4.915
H5 -2.470 -0.605 -5.394
H6 -0.931 -1.118 -3.558
H7 -3.313 -2.748 -0.113
H8 -4.572 -3.234 1.938
H9 -4.140 -1.942 3.997
H10 -2.428 -0.160 4.010
H11 -1.128 0.314 1.959
H12 0.958 -4.460 -2.071
H13 3.098 -4.237 -3.310
H14 4.070 -1.954 -3.652
H15 2.861 -0.008 -2.723
O1 1.963 2.025 -1.175
C18 1.539 3.399 -1.146
C19 0.051 3.472 -0.877
C20 -0.545 4.721 -0.832
C21 -1.887 4.826 -0.515
C22 -2.591 3.663 -0.242
C23 -1.935 2.454 -0.318
N3 -0.638 2.341 -0.639
H16 2.872 1.936 -1.474
H17 1.775 3.867 -2.104
H18 2.074 3.922 -0.351
H19 0.049 5.601 -1.040
H20 -2.370 5.793 -0.475
H21 -3.638 3.685 0.027
H22 -2.458 1.534 -0.105
C24 1.637 2.447 2.566
C25 1.560 0.959 2.890
P2 1.763 -0.116 1.411
C26 3.561 0.021 1.046
C27 4.553 -0.544 2.056
C28 1.516 -1.833 2.032
C29 1.802 -2.101 3.508
H23 1.491 3.045 3.464
H24 0.859 2.729 1.850
H25 2.607 2.723 2.148
H26 0.589 0.727 3.334
H27 2.300 0.690 3.647
H28 3.753 1.090 0.900
H29 3.716 -0.444 0.066
H30 4.466 -0.053 3.026
H31 5.572 -0.389 1.703
H32 4.417 -1.615 2.203
H33 2.134 -2.468 1.387
H34 0.480 -2.110 1.813
H35 2.816 -1.834 3.796
H36 1.663 -3.160 3.726
H37 1.115 -1.546 4.147

---

# 2
Here is a structure of composition C11H19GdNS7 in a non-equilibrium geometry from the Open Molecules 2025 dataset. Energies are from the ωB97M-V functional and the def2-TZVPD basis.

Calculated values
frontier orbital gap (spin up / spin down): 5.15 / 3.73 eV
multiplicity: 8
total charge: +1
E_HOMO (spin up / spin down): -9.76 / -9.15 eV
LUMO energy (spin up / spin down): -4.614 / -5.417 eV
electronic energy: -4038.01509 Eh
expectation value of S²: 16.31

Positions of all 39 atoms, in Å:
Gd1 0.939 0.202 0.058
S1 -0.023 2.487 1.330
S2 0.948 -1.433 -2.201
C1 -1.001 1.949 2.774
C2 -1.311 3.018 0.136
C3 -1.884 1.931 -0.771
N1 -0.812 1.178 -1.470
C4 -1.377 0.211 -2.445
C5 -0.278 -0.519 -3.214
H1 -0.840 3.814 -0.457
H2 -2.112 3.467 0.731
H3 -2.534 2.422 -1.517
H4 -2.507 1.215 -0.216
H5 -1.999 0.754 -3.179
H6 -2.038 -0.484 -1.908
H7 0.310 0.182 -3.823
H8 -0.725 -1.259 -3.886
C6 0.054 -2.973 -1.795
H9 -0.272 1.863 -2.010
H10 -0.963 -2.782 -1.434
H11 0.627 -3.473 -1.004
H12 0.044 -3.590 -2.699
H13 -0.334 1.348 3.404
H14 -1.867 1.343 2.484
H15 -1.310 2.853 3.307
C7 3.091 1.123 -0.341
C8 2.290 1.802 -1.248
H16 3.670 0.228 -0.622
H17 3.367 1.554 0.635
H18 2.255 1.519 -2.312
H19 1.938 2.827 -1.049
S3 0.488 -5.230 5.364
C9 0.489 -4.063 4.227
S4 -0.891 -3.465 3.315
C10 -0.082 -2.242 2.333
C11 1.296 -2.128 2.582
S5 2.441 -1.061 1.915
S6 1.956 -3.238 3.771
S7 -1.042 -1.351 1.237

---

# 3
Here is the molecule C22H34N2O4 from the Open Molecules 2025 dataset. Energies are from the ωB97M-V functional and the def2-TZVPD basis.

Calculated values
frontier orbital gap: 9.85 eV
ΔE to the lowest compared entry with this formula, charge and spin: 7.65 kcal per mole
SMILES string: CCCCCCCCNC(=O)[C@@H](CCC(=O)OCc1ccccc1)NC(C)=O
multiplicity: 1
E_HOMO: -9.23 eV
LUMO energy: 0.622 eV
electronic energy: -1269.25970 Eh

Positions of all 62 atoms, in Å:
C1 -2.540 1.056 -4.420
C2 -1.860 0.789 -3.082
C3 -0.731 1.771 -2.763
C4 0.425 1.773 -3.768
C5 1.182 0.447 -3.865
C6 2.053 0.181 -2.638
C7 2.588 -1.251 -2.577
C8 1.513 -2.301 -2.277
N1 0.872 -2.079 -1.001
C9 1.180 -2.784 0.096
O1 1.907 -3.757 0.119
C10 0.524 -2.210 1.375
C11 0.427 -3.290 2.450
C12 0.113 -2.741 3.845
C13 -1.076 -1.805 3.809
O2 -2.156 -2.076 3.355
O3 -0.761 -0.633 4.366
C14 -1.777 0.382 4.410
C15 -1.665 1.298 3.221
C16 -0.912 2.462 3.296
C17 -0.785 3.284 2.190
C18 -1.406 2.946 1.000
C19 -2.153 1.785 0.919
C20 -2.283 0.962 2.023
N2 1.323 -1.081 1.822
C21 1.207 0.149 1.286
C22 2.112 1.183 1.909
O4 0.436 0.392 0.373
H1 -3.406 0.407 -4.540
H2 -2.877 2.089 -4.477
H3 -1.862 0.868 -5.249
H4 -2.608 0.865 -2.289
H5 -1.482 -0.235 -3.064
H6 -1.151 2.780 -2.733
H7 -0.352 1.546 -1.765
H8 0.037 2.032 -4.756
H9 1.129 2.559 -3.482
H10 0.466 -0.363 -4.000
H11 1.820 0.466 -4.753
H12 2.902 0.869 -2.657
H13 1.488 0.396 -1.731
H14 3.350 -1.315 -1.797
H15 3.061 -1.506 -3.528
H16 1.971 -3.292 -2.234
H17 0.747 -2.302 -3.057
H18 0.367 -1.208 -0.879
H19 -0.468 -1.818 1.125
H20 1.367 -3.844 2.473
H21 -0.361 -3.981 2.148
H22 -0.136 -3.576 4.502
H23 0.960 -2.205 4.272
H24 -2.756 -0.107 4.431
H25 -1.604 0.922 5.344
H26 -0.425 2.724 4.225
H27 -0.199 4.189 2.259
H28 -1.301 3.583 0.135
H29 -2.632 1.516 -0.009
H30 -2.859 0.051 1.960
H31 2.059 -1.271 2.482
H32 1.938 1.232 2.981
H33 1.904 2.153 1.466
H34 3.153 0.922 1.730

---

# 4
Here is the molecule C15H18N2O3S2 in a non-equilibrium geometry from the Open Molecules 2025 dataset. Energies are from the ωB97M-V functional and the def2-TZVPD basis.

Calculated values
frontier orbital gap: 9.05 eV
ΔE to the lowest compared entry with this formula, charge and spin: 395.66 kcal per mole
SMILES string: CN(CC(=O)NCCc1ccccc1)S(=O)(=O)c1cccs1
multiplicity: 1
E_HOMO: -9.00 eV
LUMO energy: 0.051 eV
electronic energy: -1713.45253 Eh

Positions of all 40 atoms, in Å:
C1 0.795 2.176 2.990
N1 0.665 0.905 2.301
C2 1.792 -0.134 2.746
C3 2.403 -0.335 1.531
O1 3.693 -0.182 1.497
N2 1.895 -0.959 0.399
C4 2.414 -1.183 -0.755
C5 1.556 -2.506 -1.272
C6 0.217 -1.930 -1.781
C7 -0.028 -1.204 -2.818
C8 -0.989 -0.423 -3.386
C9 -2.338 -0.745 -2.508
C10 -2.328 -1.378 -1.256
C11 -0.821 -2.117 -1.046
S1 -0.800 0.342 2.010
O2 -0.787 -0.966 1.824
O3 -1.811 1.058 3.147
C12 -1.292 1.314 0.783
C13 -2.558 1.807 0.518
C14 -2.285 2.534 -0.964
C15 -1.058 2.406 -1.506
S2 -0.070 1.517 -0.548
H1 -0.099 2.626 2.755
H2 1.818 2.673 2.670
H3 0.937 2.116 4.212
H4 2.467 0.452 3.498
H5 1.209 -1.023 3.250
H6 0.832 -1.210 0.784
H7 2.501 -0.532 -1.462
H8 3.463 -1.479 -0.711
H9 1.946 -2.600 -2.285
H10 1.371 -3.156 -0.693
H11 0.848 -0.932 -3.611
H12 -1.299 0.196 -4.174
H13 -3.181 -0.319 -2.723
H14 -3.099 -1.695 -0.621
H15 -0.902 -2.685 0.048
H16 -3.373 2.002 0.957
H17 -3.042 2.985 -1.353
H18 -0.662 2.584 -2.446

---

# 5
Here is the ion C7H7F2O3S with charge -1 in a non-equilibrium geometry from the Open Molecules 2025 dataset. Energies are from the ωB97M-V functional and the def2-TZVPD basis.

Calculated values
frontier orbital gap: 8.05 eV
ΔE to the lowest compared entry with this formula, charge and spin: 27.35 kcal per mole
multiplicity: 1
total charge: -1
E_HOMO: -4.67 eV
LUMO energy: 3.389 eV
electronic energy: -1094.50369 Eh

Positions of all 20 atoms, in Å:
C1 0.772 -0.070 -0.764
C2 0.098 1.013 0.004
C3 1.383 -0.175 -1.919
C4 0.056 2.352 -0.049
C5 0.651 -1.245 0.169
C6 -0.920 0.106 0.722
C7 1.505 -1.224 1.453
O1 -2.092 -0.025 -1.592
O2 -3.247 -1.215 0.165
O3 -3.107 1.217 0.251
F1 0.520 -2.435 -0.462
F2 -1.206 0.107 2.057
S1 -2.504 -0.033 -0.211
H1 1.791 -1.215 -2.176
H2 1.392 0.651 -2.643
H3 -0.561 2.981 0.605
H4 0.558 3.000 -0.799
H5 2.364 -1.846 1.344
H6 0.930 -1.697 2.197
H7 1.617 -0.248 1.648

---

# 6
Here is a cluster of 2 separate species, C33H30N3S in total in a non-equilibrium geometry from the Open Molecules 2025 dataset. Energies are from the ωB97M-V functional and the def2-TZVPD basis.

Calculated values
frontier orbital gap: 6.09 eV
multiplicity: 1
total charge: +1
E_HOMO: -10.36 eV
LUMO energy: -4.271 eV
electronic energy: -1837.76145 Eh

Positions of all 67 atoms, in Å:
C1 -4.725 -0.525 3.387
C2 -4.693 -0.982 2.064
C3 -3.473 -1.276 1.446
C4 -2.279 -1.136 2.161
C5 -0.960 -1.623 1.565
C6 -0.372 -2.708 2.461
C7 1.097 -2.962 2.196
N1 1.776 -1.664 2.248
C8 3.116 -1.489 2.607
C9 3.518 -0.152 2.510
C10 4.847 0.188 2.776
C11 5.754 -0.830 3.110
C12 5.347 -2.173 3.168
C13 4.008 -2.514 2.921
S1 2.220 0.857 1.915
C14 1.149 -0.557 1.744
N2 -0.039 -0.513 1.247
C15 -2.302 -0.652 3.474
C16 -3.525 -0.355 4.091
H1 -5.679 -0.295 3.866
H2 -5.621 -1.114 1.505
H3 -3.428 -1.627 0.410
H4 -1.194 -2.072 0.589
H5 -0.490 -2.444 3.521
H6 -0.938 -3.633 2.300
H7 1.537 -3.604 2.963
H8 1.226 -3.429 1.206
H9 5.154 1.230 2.707
H10 6.797 -0.583 3.315
H11 6.073 -2.959 3.396
H12 3.669 -3.553 2.949
H13 -1.364 -0.533 4.027
H14 -3.533 0.010 5.122
C17 4.305 2.160 -1.266
N3 2.917 1.865 -1.577
C18 2.275 0.725 -1.220
C19 0.936 0.753 -1.678
C20 0.013 -0.273 -1.504
C21 -1.349 -0.238 -1.976
C22 -2.219 0.825 -1.626
C23 -3.505 0.894 -2.144
C24 -3.957 -0.066 -3.056
C25 -5.317 0.077 -3.666
C26 -3.125 -1.144 -3.384
C27 -1.859 -1.256 -2.825
C28 0.797 2.032 -2.397
C29 -0.189 2.602 -3.186
C30 0.010 3.883 -3.728
C31 1.210 4.579 -3.516
C32 2.260 3.981 -2.796
C33 2.037 2.706 -2.278
H15 4.526 3.181 -1.583
H16 4.488 2.061 -0.186
H17 4.981 1.467 -1.787
H18 2.783 -0.094 -0.721
H19 0.400 -1.220 -1.135
H20 -1.851 1.603 -0.952
H21 -4.170 1.716 -1.870
H22 -5.559 -0.782 -4.298
H23 -6.096 0.175 -2.901
H24 -5.359 0.982 -4.284
H25 -3.490 -1.897 -4.088
H26 -1.209 -2.097 -3.080
H27 -1.103 2.049 -3.380
H28 -0.785 4.346 -4.315
H29 1.322 5.584 -3.929
H30 3.206 4.496 -2.637

---

# 7
Here is a structure of composition C11H13BrFeO in a non-equilibrium geometry from the Open Molecules 2025 dataset. Energies are from the ωB97M-V functional and the def2-TZVPD basis.

Calculated values
frontier orbital gap (spin up / spin down): 5.09 / 3.54 eV
ΔE to the lowest compared entry with this formula, charge and spin: 25.83 kcal per mole
multiplicity: 6
total charge: -1
E_HOMO (spin up / spin down): -2.36 / -2.30 eV
LUMO energy (spin up / spin down): 2.732 / 1.244 eV
electronic energy: -4339.82619 Eh
expectation value of S²: 8.78

Positions of all 27 atoms, in Å:
C1 -1.888 -0.845 -0.854
C2 -1.758 -1.357 0.477
C3 -1.904 -0.253 1.385
H1 -1.637 -2.390 0.774
C4 -1.976 0.955 0.615
C5 -2.009 0.594 -0.769
H2 -2.212 1.256 -1.583
H3 -1.968 -1.434 -1.741
H4 -2.167 -0.359 2.452
H5 -2.087 1.950 1.027
Fe1 -0.011 -0.080 0.036
Br1 1.295 -0.783 -1.762
C6 2.765 0.679 -4.864
C7 1.665 1.471 -5.300
C8 0.672 0.594 -5.823
H6 1.607 2.558 -5.267
C9 1.160 -0.740 -5.710
C10 2.452 -0.686 -5.117
H7 3.095 -1.538 -4.908
H8 3.693 1.049 -4.434
H9 -0.281 0.890 -6.260
H10 0.648 -1.641 -6.042
C11 0.193 0.028 3.391
O1 0.381 0.042 2.022
H11 -0.509 0.786 3.774
H12 1.178 0.206 3.818
H13 -0.210 -0.920 3.784

---

# 8
Here is a cluster of 2 separate species, C2H9NOS in total in a non-equilibrium geometry from the Open Molecules 2025 dataset. Energies are from the ωB97M-V functional and the def2-TZVPD basis.

Calculated values
frontier orbital gap: 9.43 eV
ΔE to the lowest compared entry with this formula, charge and spin: 24.61 kcal per mole
SMILES string: NCCS.O
multiplicity: 1
E_HOMO: -8.86 eV
LUMO energy: 0.569 eV
electronic energy: -609.73002 Eh

Positions of all 14 atoms, in Å:
N1 -0.369 -1.188 0.689
C1 0.181 -0.159 -0.268
C2 -0.757 -0.297 -1.407
S1 -1.127 1.045 -2.682
H1 -0.306 -2.090 0.175
H2 0.245 -1.354 1.481
H3 1.203 -0.233 -0.449
H4 0.132 0.770 0.320
H5 -0.477 -1.232 -1.980
H6 -1.842 -0.421 -0.961
H7 -1.277 2.089 -1.967
O1 1.660 0.820 2.003
H8 0.770 1.221 2.075
H9 1.964 1.029 2.972

---

# 9
Here is a structure of composition H12O6Ti from the Open Molecules 2025 dataset. Energies are from the ωB97M-V functional and the def2-TZVPD basis.

Calculated values
frontier orbital gap (spin up / spin down): 5.44 / 10.79 eV
ΔE to the lowest compared entry with this formula, charge and spin: 16.41 kcal per mole
multiplicity: 4
total charge: +1
E_HOMO (spin up / spin down): -8.31 / -14.09 eV
LUMO energy (spin up / spin down): -2.864 / -3.302 eV
electronic energy: -1307.82980 Eh
expectation value of S²: 3.75

Positions of all 19 atoms, in Å:
Ti1 27.929 18.747 -15.304
O1 25.586 19.640 -15.485
H1 25.084 19.202 -16.173
H2 24.928 19.926 -14.852
O2 27.963 20.323 -17.285
H3 27.286 20.999 -17.266
H4 28.405 20.450 -18.124
O3 27.098 16.755 -14.176
H5 27.476 16.009 -14.643
H6 26.423 16.371 -13.617
O4 28.631 18.662 -11.946
H7 29.099 18.945 -11.161
H8 29.161 18.990 -12.673
O5 29.609 20.224 -14.367
H9 30.500 19.879 -14.428
H10 29.721 21.124 -14.059
O6 29.539 17.029 -16.510
H11 30.030 16.218 -16.383
H12 29.331 17.039 -17.445

---

# 10
Here is the ion C5H8N with charge +1 in a non-equilibrium geometry from the Open Molecules 2025 dataset. Energies are from the ωB97M-V functional and the def2-TZVPD basis.

Calculated values
frontier orbital gap (spin up / spin down): 8.15 / 7.89 eV
ΔE to the lowest compared entry with this formula, charge and spin: 134.22 kcal per mole
multiplicity: 1
total charge: +1
E_HOMO (spin up / spin down): -12.64 / -12.19 eV
LUMO energy (spin up / spin down): -4.487 / -4.303 eV
electronic energy: -249.61125 Eh

Positions of all 14 atoms, in Å:
C1 -1.076 1.437 -0.592
C2 -0.628 1.550 0.624
C3 0.077 0.478 1.324
C4 -0.030 0.672 -1.185
C5 0.652 -0.282 0.063
N1 0.122 -1.688 -0.349
H1 -1.725 2.215 -1.036
H2 0.920 0.944 1.955
H3 -0.620 0.005 2.110
H4 0.740 1.002 -1.862
H5 1.662 -0.136 -0.038
H6 0.009 -2.236 0.505
H7 0.783 -2.249 -0.826
H8 -0.885 -1.713 -0.693

---

# 11
Here is a cluster of 2 separate species, C3H10NO2 in total in a non-equilibrium geometry from the Open Molecules 2025 dataset. Energies are from the ωB97M-V functional and the def2-TZVPD basis.

Calculated values
frontier orbital gap: 6.74 eV
ΔE to the lowest compared entry with this formula, charge and spin: 21.58 kcal per mole
multiplicity: 1
total charge: -1
E_HOMO: -2.90 eV
LUMO energy: 3.846 eV
electronic energy: -325.52028 Eh

Positions of all 16 atoms, in Å:
C1 0.382 -0.299 -1.285
C2 -0.281 -1.036 -0.121
C3 -1.428 -0.149 0.452
O1 -1.024 0.394 1.657
N1 1.583 -0.992 -1.757
H1 0.420 0.734 -0.890
H2 -0.339 -0.185 -2.118
H3 -0.764 -1.991 -0.412
H4 0.339 -1.393 0.706
H5 -2.306 -0.806 0.599
H6 -1.789 0.653 -0.290
H7 2.336 -0.686 -1.143
H8 1.779 -0.590 -2.669
H9 1.074 2.318 2.256
H10 -0.200 1.581 2.337
O2 0.219 2.446 2.678